# 1
Formula: C32H64N8O16
Source: the OMol25 dataset
Level of theory: the ωB97M-V functional and the def2-TZVPD basis

Each line ends with the Löwdin charge.
Positions of all 120 atoms, in Å:
O: -5.738 -2.347 -8.463  0.065
C: -6.514 -1.759 -7.682  -0.473
C: -6.518 -1.645 -6.127  -0.033
C: -7.813 -0.865 -5.920  -0.185
C: -8.011 -0.161 -7.186  -0.205
O: -7.310 -0.868 -8.147  0.063
H: -6.288 -2.540 -5.550  0.125
H: -5.641 -1.003 -6.038  0.129
H: -8.677 -1.483 -5.676  0.119
H: -7.908 -0.073 -5.176  0.119
H: -9.080 -0.099 -7.389  0.139
H: -7.505 0.801 -7.097  0.136
O: -1.528 -8.865 -3.234  0.110
C: -0.535 -8.346 -3.684  -0.510
C: -0.254 -7.630 -4.974  -0.054
C: 1.096 -7.058 -4.657  -0.173
C: 1.612 -7.882 -3.507  -0.191
O: 0.498 -8.396 -2.861  0.046
H: -0.156 -8.477 -5.652  0.140
H: -1.047 -6.905 -5.158  0.139
H: 1.792 -7.257 -5.472  0.112
H: 1.277 -5.988 -4.550  0.121
H: 2.242 -8.741 -3.738  0.134
H: 2.062 -7.114 -2.878  0.127
O: 3.492 0.635 9.219  0.113
C: 2.778 1.617 9.233  -0.466
C: 1.992 2.276 8.178  -0.105
C: 1.688 3.660 8.700  -0.147
C: 1.821 3.524 10.233  -0.157
O: 2.629 2.376 10.362  0.011
H: 2.468 2.159 7.204  0.133
H: 1.146 1.611 8.008  0.136
H: 2.448 4.327 8.295  0.117
H: 0.645 3.902 8.495  0.112
H: 2.340 4.400 10.621  0.129
H: 0.788 3.349 10.532  0.124
O: -0.220 -0.308 -1.919  0.099
C: 0.214 0.195 -0.914  -0.499
C: -0.577 1.027 0.154  -0.048
C: 0.543 1.421 1.137  -0.176
C: 1.848 1.181 0.449  -0.119
O: 1.510 0.364 -0.739  0.030
H: -0.994 1.884 -0.375  0.122
H: -1.375 0.426 0.590  0.119
H: 0.380 2.467 1.398  0.110
H: 0.515 0.867 2.075  0.114
H: 2.290 2.127 0.138  0.124
H: 2.544 0.596 1.051  0.124
C: 1.639 -5.002 2.623  -0.025
C: 1.547 -4.300 3.918  -0.666
N: 2.690 -3.778 4.326  0.156
O: 0.489 -4.082 4.426  0.062
H: 2.445 -5.716 2.454  0.077
H: 1.914 -4.285 1.849  0.085
H: 0.747 -5.544 2.307  0.087
H: 3.546 -3.794 3.790  0.109
H: 2.907 -3.395 5.235  0.116
C: -4.337 -1.310 8.667  -0.020
C: -4.137 0.078 8.131  -0.609
N: -4.275 0.992 9.081  0.149
O: -3.897 0.355 6.949  0.016
H: -4.358 -1.430 9.750  0.072
H: -3.602 -2.028 8.303  0.086
H: -5.255 -1.769 8.299  0.085
H: -4.136 1.950 8.793  0.113
H: -4.395 0.821 10.069  0.108
C: -6.897 -2.837 1.872  -0.027
C: -6.424 -4.251 2.030  -0.625
N: -5.184 -4.211 2.526  0.141
O: -6.950 -5.251 1.558  0.036
H: -7.135 -2.426 2.853  0.083
H: -7.764 -2.926 1.218  0.081
H: -6.161 -2.234 1.341  0.083
H: -4.681 -5.081 2.422  0.118
H: -4.936 -3.435 3.122  0.110
C: 2.681 7.812 3.586  -0.001
C: 4.167 7.436 3.770  -0.653
N: 4.738 8.059 4.757  0.145
O: 4.827 6.639 3.170  0.050
H: 2.069 7.430 4.403  0.075
H: 2.267 7.335 2.697  0.080
H: 2.619 8.896 3.676  0.074
H: 5.646 7.763 5.086  0.124
H: 4.233 8.806 5.211  0.106
C: 8.642 -2.783 -0.288  -0.019
C: 7.921 -3.958 0.306  -0.618
N: 7.855 -5.102 -0.263  0.171
O: 7.460 -3.767 1.460  -0.016
H: 9.456 -2.457 0.360  0.087
H: 8.048 -1.912 -0.562  0.085
H: 9.160 -2.945 -1.234  0.067
H: 7.314 -5.855 0.136  0.125
H: 7.884 -5.210 -1.267  0.119
C: -6.648 5.250 -1.670  -0.014
C: -5.988 5.353 -3.047  -0.624
N: -6.737 5.686 -4.042  0.150
O: -4.820 4.952 -3.171  0.021
H: -7.295 4.376 -1.739  0.080
H: -7.246 6.086 -1.308  0.071
H: -5.852 5.168 -0.931  0.078
H: -6.245 5.954 -4.883  0.118
H: -7.667 5.327 -4.204  0.119
C: 1.391 -0.511 -9.359  -0.033
C: 2.044 0.200 -10.418  -0.619
N: 3.082 1.036 -10.095  0.148
O: 1.584 0.104 -11.559  0.024
H: 0.357 -0.790 -9.562  0.095
H: 1.396 0.168 -8.506  0.083
H: 1.845 -1.453 -9.050  0.092
H: 3.397 1.520 -10.923  0.106
H: 3.452 1.226 -9.175  0.105
C: 7.511 5.552 -2.913  -0.002
C: 6.434 4.778 -3.686  -0.612
N: 5.210 5.278 -3.810  0.148
O: 6.687 3.739 -4.290  0.006
H: 7.515 6.572 -3.298  0.075
H: 8.514 5.153 -3.067  0.084
H: 7.138 5.507 -1.890  0.082
H: 4.403 4.918 -4.300  0.121
H: 5.180 6.169 -3.336  0.097

Summary:
LUMO energy, eV: 0.04
Orbital gap, eV: 9.525
Structure (SMILES): O=C1CCCO1.O=C1CCCO1.O=C1CCCO1.O=C1CCCO1.CC(N)=O.CC(N)=O.CC(N)=O.CC(N)=O.CC(N)=O.CC(N)=O.CC(N)=O.CC(N)=O

=====

# 2
Formula: C32H64O14
Source: the OMol25 dataset
Level of theory: the ωB97M-V functional and the def2-TZVPD basis

Each line ends with the Löwdin charge.
Positions of all 110 atoms, in Å:
C: -4.488 -2.898 -0.597  -0.052
C: -4.369 -2.039 0.637  -0.200
O: -4.914 -0.720 0.504  0.034
C: -6.245 -0.656 0.504  -0.607
O: -7.002 -1.556 0.749  0.129
O: -6.602 0.596 0.193  -0.001
C: -7.995 0.794 -0.035  -0.040
H: -3.521 -3.345 -0.838  0.066
H: -4.774 -2.341 -1.494  0.083
H: -5.216 -3.703 -0.517  0.082
H: -3.376 -1.958 1.070  0.108
H: -4.924 -2.536 1.441  0.105
H: -8.579 0.274 0.717  0.093
H: -8.238 0.491 -1.053  0.099
H: -8.176 1.865 0.032  0.092
C: 4.863 5.168 -1.139  -0.065
C: 4.107 5.764 0.035  -0.207
O: 2.773 5.254 0.120  0.029
C: 1.902 5.759 -0.753  -0.611
O: 2.133 6.641 -1.541  0.123
O: 0.743 5.133 -0.586  -0.010
C: -0.275 5.422 -1.538  -0.032
H: 4.803 4.081 -1.137  0.074
H: 5.915 5.447 -1.039  0.083
H: 4.493 5.577 -2.078  0.067
H: 4.119 6.852 0.012  0.126
H: 4.553 5.422 0.969  0.123
H: -0.274 6.479 -1.801  0.094
H: -1.217 5.113 -1.102  0.096
H: -0.098 4.870 -2.465  0.094
C: 1.579 1.952 -0.770  -0.042
C: 1.851 0.924 0.303  -0.203
O: 0.661 0.191 0.612  0.013
C: -0.121 0.592 1.604  -0.602
O: -0.133 1.664 2.141  0.150
O: -0.916 -0.444 1.894  -0.013
C: -1.797 -0.297 2.989  -0.054
H: 0.787 2.640 -0.496  0.076
H: 1.405 1.459 -1.726  0.064
H: 2.499 2.531 -0.906  0.078
H: 2.284 1.388 1.192  0.128
H: 2.591 0.215 -0.069  0.113
H: -1.234 -0.154 3.911  0.103
H: -2.387 -1.206 3.083  0.079
H: -2.493 0.526 2.820  0.104
C: -2.357 -0.951 -2.764  -0.168
C: -1.002 -0.243 -2.582  -0.162
C: -0.194 -0.969 -3.633  -0.203
O: -1.088 -1.301 -4.692  -0.121
C: -2.423 -1.044 -4.267  -0.208
H: -3.144 -0.361 -2.289  0.115
H: -2.328 -1.912 -2.252  0.092
H: -0.607 -0.396 -1.579  0.091
H: -1.088 0.828 -2.772  0.116
H: 0.218 -1.885 -3.195  0.105
H: 0.653 -0.380 -3.990  0.108
H: -3.108 -1.821 -4.623  0.119
H: -2.789 -0.110 -4.714  0.119
C: 1.258 -4.165 1.247  -0.172
C: 1.345 -3.284 0.002  -0.157
C: -0.123 -3.248 -0.458  -0.183
O: -0.800 -4.339 0.196  -0.142
C: 0.175 -5.135 0.843  -0.225
H: 0.926 -3.536 2.084  0.117
H: 2.208 -4.573 1.591  0.110
H: 1.941 -3.774 -0.773  0.114
H: 1.768 -2.304 0.201  0.086
H: -0.190 -3.358 -1.541  0.105
H: -0.610 -2.341 -0.091  0.100
H: 0.607 -5.866 0.138  0.122
H: -0.244 -5.715 1.664  0.119
C: 4.228 3.242 -4.558  -0.140
C: 4.961 1.907 -4.310  -0.159
C: 3.856 0.882 -4.528  -0.195
O: 2.720 1.517 -3.946  -0.166
C: 2.741 2.848 -4.399  -0.205
H: 4.459 3.625 -5.551  0.106
H: 4.531 4.007 -3.844  0.081
H: 5.344 1.850 -3.290  0.104
H: 5.812 1.787 -4.984  0.109
H: 4.032 -0.051 -3.999  0.121
H: 3.667 0.699 -5.592  0.125
H: 2.195 3.449 -3.668  0.108
H: 2.208 2.993 -5.349  0.119
C: -5.002 -0.986 5.074  -0.155
C: -4.257 -1.332 6.372  -0.145
C: -4.828 -2.714 6.707  -0.241
O: -5.210 -3.304 5.506  -0.126
C: -5.765 -2.259 4.711  -0.190
H: -4.347 -0.686 4.256  0.080
H: -5.728 -0.176 5.177  0.109
H: -4.465 -0.615 7.160  0.108
H: -3.201 -1.422 6.131  0.103
H: -5.702 -2.624 7.372  0.120
H: -4.092 -3.278 7.283  0.120
H: -6.836 -2.174 4.941  0.120
H: -5.717 -2.587 3.673  0.106
C: 5.407 -0.430 1.482  -0.169
C: 6.496 -1.477 1.200  -0.158
C: 5.643 -2.715 0.855  -0.184
O: 4.286 -2.419 1.183  -0.147
C: 4.296 -1.298 2.040  -0.222
H: 5.114 -0.043 0.498  0.107
H: 5.684 0.444 2.070  0.114
H: 7.176 -1.578 2.045  0.106
H: 7.108 -1.205 0.339  0.104
H: 5.994 -3.597 1.402  0.116
H: 5.663 -2.969 -0.205  0.117
H: 4.476 -1.606 3.080  0.127
H: 3.350 -0.752 2.061  0.105

Summary:
LUMO energy, eV: 0.46
Orbital gap, eV: 9.634
Structure (SMILES): CCOC(=O)OC.CCOC(=O)OC.CCOC(=O)OC.C1CCOC1.C1CCOC1.C1CCOC1.C1CCOC1.C1CCOC1

=====

Taking the records one at a time from the top gives ΔE to the lowest compared entry with this formula, charge and spin values of 261.0; 159.4 kJ/mol.